(1)
An isolated ion of composition C3H7NO and charge +1 at a distorted geometry, computed with the ωB97M-V functional and the def2-TZVPD basis.

Summary:
- HOMO (spin up / spin down) (eV) = -17.3 / -17.0
- frontier orbital gap (spin up / spin down) (eV) = 12.6 / 7.4
- molar mass (g/mol) = 73.095
- ΔE to the lowest compared entry with this formula, charge and spin (kJ/mol) = 72.2
- LUMO energy (spin up / spin down) (eV) = -4.6 / -9.6
- 2S+1 = 2
- charge = +1

Element x y z (Å)
C  -0.04266  -0.83338  0.83982
N  -0.66900  0.13975  0.05848
C  -0.03710  0.57611  -1.18889
C  1.21596  1.37956  -0.93348
O  -0.69277  -1.54656  1.55188
H  1.04460  -0.88074  0.75072
H  -1.68272  0.01427  -0.00253
H  -0.81763  1.16567  -1.69823
H  -0.01802  -0.29754  -1.85220
H  1.26817  1.78122  0.07390
H  1.30606  2.19147  -1.64768
H  2.16109  0.82935  -1.02170

natural (NBO) population analysis, charges in e, atoms 1 to 5: atom 1 (C): 0.470, atom 2 (N): -0.239, atom 3 (C): -0.276, atom 4 (C): -0.660, atom 5 (O): -0.251

=====

(2)
C23H28Cl2IKSb2Se3Te as an isolated structure at a distorted geometry, computed with the ωB97M-V functional and the def2-TZVPD basis.

Summary:
- HOMO (eV) = -1.3
- frontier orbital gap (eV) = 5.1
- molar mass (g/mol) = 1149.385
- ΔE to the lowest compared entry with this formula, charge and spin (kJ/mol) = 72.4
- LUMO energy (eV) = 3.9
- charge = -2

Element x y z (Å)
K  12.43260  10.24975  10.83697
C  14.89720  7.89679  5.79896
Sb  15.16463  5.82975  6.34486
C  14.76522  6.00282  8.43590
C  17.29629  5.90829  6.45829
C  17.97731  7.23230  6.59318
C  18.13546  8.00181  5.41920
C  18.64163  9.26169  5.40092
C  19.07307  9.79272  6.61489
C  18.98776  9.06723  7.78194
C  18.47125  7.74739  7.78436
C  18.56648  6.98325  9.06477
Sb  17.27916  7.90000  10.68261
C  17.14407  5.96062  11.55191
C  18.72869  8.68507  12.08184
H  15.28454  8.01911  4.82938
H  15.56520  8.49811  6.39844
H  13.82605  8.20310  5.89163
H  14.95082  5.06451  8.99626
H  13.67012  6.09860  8.56465
H  15.28437  6.79860  8.97807
H  17.49778  5.39729  5.49016
H  17.39491  5.22308  7.28114
H  17.77643  7.53988  4.51158
H  18.64838  9.86095  4.51261
H  19.27062  10.85002  6.68997
H  19.27080  9.48359  8.77008
H  19.61939  7.00447  9.42455
H  18.28778  5.92203  8.97345
H  18.15706  5.44341  11.52682
H  16.37514  5.41337  11.05051
H  16.96751  6.18139  12.61483
H  19.66968  8.16808  11.95052
H  18.34636  8.58814  13.13365
H  18.90877  9.70800  11.79420
Se  14.79624  9.05397  12.66937
Se  15.80229  11.05529  11.88581
Te  15.60935  10.85626  9.36211
Se  13.85407  12.56441  8.89659
I  9.28821  7.79536  12.79611
C  9.01506  6.89054  10.95054
C  7.95903  6.01174  11.00160
C  7.67408  5.28888  9.82571
C  8.35399  5.59127  8.65877
C  9.42256  6.57201  8.64354
C  10.12216  6.90386  7.46462
C  11.12280  7.76782  7.43814
C  11.38715  8.42279  8.64959
C  10.78563  8.20070  9.88462
C  9.75456  7.21211  9.82906
H  7.41770  5.79028  11.86193
H  6.88240  4.55205  9.97279
H  8.24615  5.02112  7.72318
H  9.77447  6.39068  6.57096
H  11.69916  7.90311  6.58216
H  12.12853  9.23264  8.56909
Cl  9.73231  13.42367  6.58995
C  10.50358  12.18075  7.65059
Cl  9.70256  12.23183  9.19636
H  11.56261  12.35198  7.75920
H  10.24039  11.26387  7.10059

natural (NBO) population analysis, charges in e, atoms 1 to 5: atom 1 (K): 0.874, atom 2 (C): -0.977, atom 3 (Sb): 0.957, atom 4 (C): -1.017, atom 5 (C): -0.765

=====

(3)
A 2-piece molecular cluster, C18H31IN7O7 overall at a distorted geometry, computed with the ωB97M-V functional and the def2-TZVPD basis.

Summary:
- HOMO (eV) = -10.6
- frontier orbital gap (eV) = 7.7
- molar mass (g/mol) = 584.392
- LUMO energy (eV) = -2.9
- charge = +1

Element x y z (Å)
O  1.69394  5.99868  -6.67523
O  3.08633  5.51519  -2.53095
O  -1.64341  -1.92167  3.43931
O  3.06517  -3.01523  4.23755
I  -1.02319  3.90106  -6.95719
O  -1.82050  1.79181  -2.55223
O  1.13235  2.15999  -2.09262
O  0.41241  2.57802  1.01084
C  1.51165  5.46349  -5.59775
C  2.26292  5.19547  -3.36890
C  -0.70215  -1.60782  4.16439
C  2.33448  -3.63595  3.47767
C  0.44246  4.49884  -5.36080
C  0.35145  3.93439  -4.11426
C  -3.22587  -2.01475  -0.39369
N  -3.14199  -2.88440  -1.36223
N  2.35129  5.80542  -4.58123
N  2.65855  -4.87141  3.08863
N  -2.26758  -1.86590  0.50009
N  1.26824  4.26520  -3.10587
N  0.55796  -2.00735  3.96362
N  -4.29998  -1.28116  -0.33089
C  -0.93565  -0.70908  5.35563
C  1.89001  -5.77584  2.23061
C  -0.91611  0.85474  -1.94953
C  -0.98370  -2.58458  0.57743
C  1.23719  3.56234  -1.83067
C  0.03696  3.93199  -0.96568
C  0.16226  -1.61647  0.90647
C  0.21543  1.55202  -1.17706
C  -0.28965  2.64460  -0.23388
C  1.35635  -2.26787  1.61686
C  1.05084  -2.96945  2.95857
H  -2.39092  1.36547  -3.21693
H  1.35696  2.78818  0.89561
H  -0.42997  3.20537  -3.92633
H  -2.34709  -3.49616  -1.39099
H  -3.89985  -3.01058  -2.00710
H  3.13689  6.40923  -4.77338
H  3.52997  -5.21162  3.46944
H  -2.47031  -1.29250  1.30933
H  1.25376  -1.67415  4.62155
H  -5.04980  -1.40990  -0.98475
H  -4.40141  -0.61546  0.41703
H  -0.32718  0.18881  5.25853
H  -1.98895  -0.43551  5.40068
H  -0.66125  -1.23961  6.26696
H  1.72562  -5.32487  1.25111
H  2.44300  -6.70811  2.09458
H  0.92942  -6.01017  2.69457
H  -0.47418  0.21843  -2.72328
H  -1.47396  0.21169  -1.26418
H  -0.74725  -3.09580  -0.35630
H  -1.07847  -3.33731  1.35878
H  2.15848  3.74248  -1.26401
H  0.26611  4.75472  -0.28198
H  -0.81289  4.22885  -1.58661
H  0.52258  -1.21234  -0.03546
H  -0.20373  -0.78691  1.51254
H  0.76000  0.80561  -0.59858
H  -1.36522  2.55755  -0.04269
H  2.10749  -1.49537  1.79491
H  1.79757  -2.99340  0.93248
H  0.30613  -3.75093  2.82743

natural (NBO) population analysis, charges in e, atoms 1 to 5: atom 1 (O): -0.576, atom 2 (O): -0.626, atom 3 (O): -0.711, atom 4 (O): -0.622, atom 5 (I): 0.164

=====

(4)
A 5-piece molecular cluster, C67H54BClNO11S overall at a distorted geometry, computed with the ωB97M-V functional and the def2-TZVPD basis.

Summary:
- HOMO (eV) = -4.8
- frontier orbital gap (eV) = 5.2
- molar mass (g/mol) = 1127.497
- LUMO energy (eV) = 0.4
- charge = -1

Element x y z (Å)
C  4.26722  -4.26742  -1.29068
B  3.59912  -3.02147  -2.08589
O  3.88377  -2.93679  -3.52136
N  2.69425  -1.97382  -1.52226
C  1.52332  -2.53849  -0.78357
C  0.19118  -2.00894  -1.50634
C  -1.08304  -1.84834  -0.55124
C  -2.20050  -1.03385  -1.42762
C  -0.82014  -1.00977  0.79475
C  3.40691  -0.92263  -0.76547
S  4.28484  -1.51122  0.77002
C  4.53506  -0.23122  -1.70418
C  4.90639  1.25879  -1.23950
C  4.19138  2.40316  -2.14269
Cl  6.73838  1.45134  -1.59784
C  2.38805  0.26398  -0.28221
O  1.65142  0.92497  -1.07971
O  2.37488  0.58761  1.06478
H  3.96625  -4.28635  -0.18366
H  4.12497  -5.28731  -1.78572
H  5.40975  -4.07138  -1.28617
H  4.85502  -2.91942  -3.65200
H  1.54839  -2.39487  0.34694
H  1.55225  -3.68330  -0.95907
H  0.41854  -1.06290  -2.12391
H  -0.08754  -2.81075  -2.29450
H  -1.58535  -2.85364  -0.29643
H  -1.75865  -0.83076  -2.47578
H  -2.44526  -0.01174  -0.98930
H  -3.17954  -1.61135  -1.54002
H  0.27735  -0.84260  1.05258
H  -1.26834  -1.63284  1.66128
H  -1.33902  0.00256  0.83802
H  5.23769  -0.50935  1.01613
H  4.20315  -0.21754  -2.80973
H  5.52610  -0.82485  -1.69438
H  4.80653  1.44739  -0.12153
H  3.36565  1.96477  -2.80249
H  4.92928  2.94351  -2.83177
H  3.72541  3.19785  -1.44674
C  -1.30198  9.45888  -4.91615
C  -0.97976  10.56786  -4.13686
C  -0.30324  10.40033  -2.93396
C  0.04306  9.12020  -2.50016
C  -0.30099  8.00871  -3.26847
C  -0.96458  8.18130  -4.48389
C  0.01709  6.64045  -2.79538
O  -0.28061  5.67031  -3.46899
C  0.69312  6.47314  -1.48939
C  0.94812  5.19003  -1.00252
C  1.59498  5.02397  0.21866
C  1.99711  6.13835  0.95206
C  1.74029  7.41844  0.47335
C  1.07912  7.58862  -0.74378
C  0.77907  8.95325  -1.22647
O  1.12814  9.93061  -0.58101
H  -1.82205  9.59083  -5.85955
H  -1.25456  11.56398  -4.46891
H  -0.05005  11.26841  -2.33333
H  -1.22298  7.32077  -5.09247
H  0.64062  4.31673  -1.56955
H  1.78774  4.02449  0.59813
H  2.50776  6.00830  1.90072
H  2.05199  8.28211  1.05208
C  -1.79533  -8.31861  5.39348
C  -1.24324  -8.90617  4.25746
C  -0.24252  -8.24933  3.55047
C  0.20152  -6.99544  3.97113
C  -0.36839  -6.39657  5.09426
C  -1.36039  -7.06615  5.81190
C  0.05902  -5.04349  5.52286
O  -0.43749  -4.52181  6.50738
C  1.08909  -4.33458  4.73264
C  1.46115  -3.03683  5.08760
C  2.43826  -2.36815  4.35662
C  3.05385  -2.99582  3.27557
C  2.68223  -4.28582  2.91609
C  1.69245  -4.95421  3.63729
C  1.28063  -6.31124  3.22198
O  1.81719  -6.85774  2.27181
H  -2.57017  -8.83588  5.95028
H  -1.59218  -9.87832  3.92408
H  0.18739  -8.71423  2.66915
H  -1.79807  -6.61091  6.69441
H  0.98797  -2.54292  5.93026
H  2.72191  -1.35712  4.63022
H  3.82216  -2.47612  2.70700
H  3.16172  -4.76735  2.06953
C  -2.16956  -6.52541  -5.79188
C  -1.83336  -5.42175  -5.01073
C  -1.16764  -5.60000  -3.80339
C  -0.84619  -6.88539  -3.36711
C  -1.20441  -7.99216  -4.13760
C  -1.85711  -7.80862  -5.35739
C  -0.91299  -9.36447  -3.66238
O  -1.22256  -10.33249  -4.33708
C  -0.24789  -9.54286  -2.35150
C  -0.01800  -10.82997  -1.86312
C  0.61816  -11.00650  -0.63866
C  1.03506  -9.89929  0.09773
C  0.80281  -8.61579  -0.38287
C  0.15221  -8.43523  -1.60400
C  -0.12139  -7.06344  -2.08880
O  0.23917  -6.09532  -1.44316
H  -2.68114  -6.38475  -6.73864
H  -2.08877  -4.42134  -5.34465
H  -0.90366  -4.73598  -3.20154
H  -2.12640  -8.66459  -5.96764
H  -0.33725  -11.69673  -2.43301
H  0.79134  -12.00827  -0.25837
H  1.53797  -10.03736  1.04981
H  1.12581  -7.75713  0.19801
C  -1.60377  10.18739  0.79657
C  -2.63216  10.28103  -0.13917
C  -3.81500  9.57557  0.05252
C  -3.96878  8.76330  1.17627
C  -2.92964  8.65055  2.10060
C  -1.75077  9.37359  1.91419
C  -3.06029  7.75384  3.27176
O  -2.15481  7.65759  4.08165
C  -4.30490  6.96947  3.43870
C  -4.42009  6.07713  4.50533
C  -5.59030  5.34590  4.67772
C  -6.65274  5.50971  3.79165
C  -6.53991  6.39354  2.72461
C  -5.36153  7.11823  2.54050
C  -5.23827  8.03011  1.38067
O  -6.16650  8.17090  0.60200
H  -0.68507  10.74482  0.65086
H  -2.51187  10.90631  -1.01791
H  -4.61433  9.65653  -0.67716
H  -0.94433  9.30014  2.63661
H  -3.59744  5.94690  5.20114
H  -5.67562  4.64862  5.50490
H  -7.56840  4.94402  3.93083
H  -7.36909  6.51329  2.03480

Löwdin population analysis, charges in e, atoms 1 to 5: atom 1 (C): -0.038, atom 2 (B): -0.523, atom 3 (O): 0.051, atom 4 (N): -0.026, atom 5 (C): -0.151